1.
C57H40F9LiO3P3S as an isolated structure in a non-equilibrium geometry, computed with ωB97M-V with the def2-TZVPD basis set.

Last column: Löwdin charge in e.
CARTESIAN COORDINATES (ANGSTROEM)
H -3.542 -0.625 -2.378  0.1146
C -4.994 -6.370 -0.815  -0.5932
C 4.631 4.537 2.627  -0.0654
C -3.056 3.280 4.239  -0.0617
H -1.709 2.257 0.243  0.1534
F -5.669 -6.852 -1.863  0.1493
C -0.864 -0.547 -4.450  -0.0452
H 1.133 -5.265 -5.000  0.1300
C 2.192 -1.392 4.006  -0.0388
C 2.923 1.030 -2.313  -0.0763
C 3.673 -2.103 0.896  -0.0598
H -0.825 -4.191 -3.961  0.1114
H 3.376 4.288 -0.486  0.0912
H 1.762 -1.618 -1.745  0.0682
H 5.733 -2.578 0.564  0.1182
C 5.318 -0.488 0.287  -0.0318
C -2.969 -5.014 -0.289  0.0087
H 3.073 0.056 -1.877  0.0850
C -0.653 2.368 -0.083  -0.3580
C 2.547 -4.026 -3.972  -0.1021
F -4.381 1.966 -6.363  0.1496
H 2.326 4.433 -3.974  0.1122
H 4.346 3.102 4.196  0.1099
H 0.120 -0.975 -4.571  0.1080
F 4.870 -4.489 -3.961  0.1417
C -2.581 0.940 -5.213  -0.1071
C 3.134 2.468 -4.216  -0.0624
C 2.701 -1.113 0.892  -0.3406
C -3.389 0.578 -4.139  0.0039
H -4.873 -4.911 -3.100  0.1265
C -2.926 -0.343 -3.224  -0.0877
C -3.058 2.005 -6.166  -0.5918
H 0.566 5.534 1.898  0.1223
H 5.250 5.187 3.226  0.1080
C 4.117 3.370 3.174  -0.0558
C -3.211 -3.625 -2.698  -0.0699
H 4.742 5.773 0.885  0.1105
C -1.667 -0.923 -3.377  -0.3568
H 1.636 4.082 -1.663  0.0820
H 3.367 -3.110 1.142  0.1149
F 3.584 -5.953 -4.882  0.1545
H -2.885 -5.553 0.642  0.1297
H 2.922 1.631 2.835  0.1007
H -1.309 -3.718 0.113  0.0922
C 1.330 -0.869 3.062  -0.3548
H 3.023 -1.132 5.960  0.1157
H 3.440 2.630 -5.238  0.1102
H -0.696 0.686 -6.192  0.1264
C -3.825 1.009 4.360  -0.0660
H -0.146 5.770 -0.458  0.1185
C 3.019 2.865 1.081  -0.3131
O -0.426 1.282 -0.999  -0.1728
C 0.169 -3.854 -3.709  -0.0404
C 0.340 4.642 1.333  -0.0659
C 4.341 0.488 0.260  -0.0777
C 4.984 -1.800 0.583  -0.0347
C 1.266 -4.458 -4.295  0.0143
C 3.554 4.029 0.544  -0.0687
C 2.326 2.052 -1.575  -0.2305
H -4.769 2.652 5.352  0.1097
H -4.537 0.281 4.720  0.1110
C -2.021 2.897 3.405  -0.0784
C -2.788 0.617 3.535  -0.0998
C 0.786 0.956 4.528  -0.0678
C -1.320 0.383 -5.366  0.0098
Li -0.691 -0.576 -0.002  0.4456
C 1.661 0.446 5.469  -0.0483
C 3.003 0.195 0.542  -0.2610
C -0.546 3.719 -0.725  -0.0218
H 4.610 1.501 0.000  0.1188
F -2.477 1.926 -7.367  0.1491
C -3.974 -5.330 -1.199  -0.1038
C 0.617 0.302 3.308  -0.3600
C 2.741 -2.998 -3.059  0.0088
C 4.345 4.865 1.314  -0.0586
H -1.340 3.642 3.026  0.0817
H -0.900 3.797 -1.743  0.1298
C 0.353 -2.820 -2.794  -0.3460
C -2.095 -3.987 -0.585  -0.0735
C 2.355 -0.730 5.214  -0.0388
H -4.361 1.031 -4.020  0.1273
C 1.640 -2.409 -2.467  -0.0761
H -3.300 -3.084 -3.629  0.1111
C 3.737 -4.644 -4.660  -0.5924
C -4.092 -4.650 -2.404  0.0102
S 1.054 -1.617 1.430  0.8947
H 6.338 -0.221 0.061  0.1172
C -2.223 -3.285 -1.783  -0.3737
P 1.922 1.641 0.177  1.1080
C 0.291 2.194 1.100  -0.4351
C 3.345 1.241 -3.611  -0.0522
F 3.953 -4.074 -5.861  0.1465
H 3.739 -2.673 -2.811  0.1216
F -4.449 -7.417 -0.182  0.1500
C 0.536 3.433 1.875  -0.1527
P -0.578 0.797 2.028  1.0861
P -1.031 -1.930 -2.000  1.0863
H -2.679 -0.428 3.256  0.1047
C 3.317 2.547 2.406  -0.1034
H 0.925 3.323 2.878  0.1117
F -2.781 3.237 -5.688  0.1381
C -0.140 4.781 -0.022  -0.0638
O 0.648 0.434 -0.573  -0.5094
F -5.909 -5.849 0.028  0.1443
H -3.154 4.319 4.512  0.1107
C -3.956 2.343 4.715  -0.0643
H 2.718 -2.311 3.792  0.1234
O 1.075 -3.069 1.554  -0.4579
C 2.509 3.477 -3.506  -0.0540
H 1.782 0.955 6.415  0.1158
C -1.872 1.560 3.057  -0.3621
C 2.117 3.277 -2.192  -0.0905
H 3.846 0.445 -4.142  0.1111
H 0.217 1.851 4.737  0.1096

Its HOMO-LUMO gap is 8.57 eV. Its total charge is +1. As for the energy: -129258.605 eV. The largest force on an atom comes out at 1.280 eV Å⁻¹. For the lowest unoccupied orbital energy, the calculation gives -2.5 eV.

---

2.
C57H42F5N10PbS4 as an isolated structure in a non-equilibrium geometry, computed with ωB97M-V with the def2-TZVPD basis set.

Last column: Löwdin charge in e.
CARTESIAN COORDINATES (ANGSTROEM)
H -0.872 0.295 2.755  0.0964
C 1.784 2.877 7.714  -0.0502
N 6.345 -4.747 -0.302  0.1432
C -3.540 -4.015 -4.723  -0.1561
H -1.395 -0.624 6.917  0.1169
H -3.636 3.530 3.992  0.1105
H -5.047 5.551 4.111  0.1195
C 4.600 6.397 2.380  -0.0466
C -1.533 1.448 6.392  -0.0482
H -3.465 1.547 2.560  0.1079
C -3.776 2.186 1.742  -0.0457
C 4.129 4.334 3.518  -0.0622
H 4.391 3.573 4.244  0.1281
C -1.127 -0.327 4.813  -0.0414
C -2.198 6.959 2.929  -0.0478
C -4.688 -4.654 -3.953  -0.1576
H -5.357 -5.175 -4.636  0.1196
H 4.708 4.301 -2.197  0.1139
H -0.393 5.874 2.469  0.0980
H -1.792 7.916 2.634  0.1154
H -4.865 -2.279 -1.616  0.1166
H -4.133 7.739 3.408  0.1165
H -5.914 -2.881 -3.941  0.1246
C -3.238 -2.578 -2.734  -0.8330
C -3.240 4.490 3.694  -0.0724
C 3.057 1.841 0.215  -0.3213
N -8.007 3.376 -0.168  0.1678
F 1.254 -3.353 -6.177  0.1302
H 1.101 4.876 5.060  0.1221
C 3.412 6.291 1.671  -0.0466
H -1.005 -1.379 4.596  0.1181
C 4.962 5.417 3.296  -0.0445
H -3.934 -3.404 -5.541  0.1254
C 4.221 3.629 -1.503  -0.0451
S 1.824 2.898 3.184  0.9216
H -4.287 -5.373 -3.237  0.1248
H 4.105 -2.981 4.021  0.1128
C -1.064 0.595 3.778  -0.0623
N 1.101 -0.053 0.889  -0.4261
N 0.470 3.622 2.767  -0.3663
S -2.304 -1.501 -1.827  0.5353
N -1.441 2.806 1.329  -0.1146
C 1.129 -3.072 -4.881  -0.1404
C 3.270 -3.045 0.000  -0.1805
C -1.354 0.099 6.114  -0.0449
H 2.546 0.858 5.088  0.1060
H 5.887 5.500 3.849  0.1177
C 0.368 -3.655 -2.691  -0.3080
C -1.937 4.604 3.228  -0.2969
C 4.763 3.445 -0.236  -0.0553
Pb 0.159 -2.090 0.117  1.1393
C 1.552 -1.852 -4.381  -0.1423
C 3.084 2.938 -1.897  -0.0364
C 1.355 -1.573 -3.037  -0.2544
H 5.646 3.991 0.067  0.1157
F 2.106 -0.951 -5.195  0.1220
H 1.607 1.469 -1.299  0.0983
C 5.874 -1.352 1.633  -0.0592
C -1.235 1.936 4.077  -0.3126
C -4.026 5.629 3.764  -0.0382
S 2.340 0.605 1.284  0.7981
C -2.803 2.843 0.985  -0.3275
H 2.674 3.076 -2.887  0.1187
H 1.776 2.885 8.796  0.1159
H 2.387 -1.340 3.284  0.1082
C 2.486 2.037 -1.028  -0.0494
H -1.616 3.433 5.578  0.1162
C 4.716 -1.855 -1.400  -0.2406
C 1.823 2.860 4.970  -0.3219
H 6.835 -1.379 1.138  0.1247
N -2.754 -3.184 -3.821  0.0345
C 0.528 -3.984 -4.026  -0.1703
C -6.885 3.298 0.075  -0.1851
C -3.510 6.856 3.373  -0.0457
H -5.865 1.827 2.035  0.1271
C 2.196 1.738 7.036  -0.0471
C 1.386 4.010 7.014  -0.0505
C -1.474 2.381 5.370  -0.0736
C -4.529 3.770 -0.405  -0.0075
H 2.504 0.861 7.588  0.1175
C 3.683 -0.436 1.848  -0.3236
N -4.509 -2.822 -2.382  0.0041
N 2.223 -2.962 0.506  0.0013
H -1.720 1.774 7.405  0.1187
H 5.244 7.253 2.231  0.1165
H -6.228 -3.966 -2.582  0.1226
C -1.407 5.826 2.840  -0.0530
C 2.572 5.211 1.882  -0.0658
S -1.040 3.136 2.748  0.9486
H -1.797 -2.980 -4.059  0.1089
C 5.582 -2.268 2.631  -0.0514
C -5.500 3.152 0.383  -0.2299
N 2.253 1.500 2.765  -0.3377
F 1.742 -0.355 -2.596  0.0422
H 4.603 2.355 1.614  0.1112
C 1.402 4.006 5.630  -0.0706
H 6.325 -3.001 2.913  0.1169
C 5.497 -3.981 -0.454  -0.2381
C 0.760 -2.446 -2.154  -0.2338
C 2.221 1.724 5.650  -0.0471
H -4.843 4.373 -1.246  0.1258
C 3.378 -1.349 2.848  -0.1066
C -3.192 3.621 -0.104  -0.0002
N 4.883 -0.875 -1.989  0.1684
C 2.941 4.249 2.808  -0.3205
C 4.337 -2.260 3.249  -0.0574
F 0.087 -5.154 -4.506  0.1098
C 4.485 -3.017 -0.630  -0.2745
C -5.445 -3.557 -3.219  -0.1698
H 1.635 5.108 1.353  0.1082
H -2.889 -4.775 -5.154  0.1235
H -2.433 4.105 -0.703  0.1212
H 1.067 4.894 7.547  0.1170
F -0.238 -4.568 -1.896  0.0417
H 3.133 7.054 0.958  0.1176
C 4.183 2.538 0.633  -0.1130
C -5.114 2.336 1.446  -0.0137
H 5.153 0.267 0.436  0.0951
C 4.924 -0.422 1.234  -0.0820

Its HOMO-LUMO gap is 6.60 eV. Its total charge is +1. As for the energy: -136852.709 eV. The largest force on an atom comes out at 1.156 eV Å⁻¹. For the lowest unoccupied orbital energy, the calculation gives -2.8 eV. Its energy relative to the best compared isomer or geometry (same formula, charge and spin) is 121.4 kJ/mol.

---

Question: Which of these has the highest lowest unoccupied orbital energy?
Answer: C57H40F9LiO3P3S

---

Question: Among the records above, which one has the highest lowest unoccupied orbital energy?
Answer: C57H40F9LiO3P3S